# 1
{"formula": "C36H34AsBaN6O8S2", "method": "the ωB97M-V functional and the def2-TZVPD basis", "symbols": ["Ba", "C", "N", "C", "C", "C", "C", "C", "C", "N", "C", "C", "C", "C", "C", "C", "N", "C", "C", "C", "C", "C", "N", "H", "H", "H", "H", "H", "H", "H", "H", "H", "H", "H", "H", "H", "H", "H", "H", "H", "H", "C", "C", "C", "C", "C", "C", "C", "S", "O", "O", "N", "C", "C", "C", "C", "C", "N", "H", "H", "H", "H", "H", "H", "H", "H", "H", "H", "H", "O", "As", "O", "O", "C", "C", "C", "C", "C", "C", "S", "O", "O", "O", "H", "H", "H", "H", "H"], "xyz": [[0.123, -0.765, 0.017], [-1.765, 2.320, 2.038], [-0.517, 2.139, 1.304], [-0.431, 3.007, 0.144], [-1.358, 2.620, -0.976], [-2.329, 3.492, -1.456], [-3.056, 3.133, -2.581], [-2.753, 1.940, -3.209], [-1.779, 1.123, -2.644], [-1.125, 1.447, -1.549], [0.646, 2.303, 2.155], [0.872, 1.157, 3.102], [2.051, 1.116, 3.851], [2.287, 0.022, 4.661], [1.339, -0.992, 4.712], [0.199, -0.853, 3.939], [-0.033, 0.195, 3.165], [-2.873, 1.411, 1.561], [-3.995, 1.898, 0.900], [-5.006, 1.014, 0.555], [-4.872, -0.318, 0.896], [-3.713, -0.707, 1.554], [-2.748, 0.129, 1.885], [-1.574, 2.053, 3.078], [-2.103, 3.371, 1.989], [-0.610, 4.068, 0.416], [0.581, 2.906, -0.260], [-2.510, 4.439, -0.966], [-3.826, 3.788, -2.968], [-3.268, 1.639, -4.107], [-1.495, 0.197, -3.120], [1.541, 2.317, 1.519], [0.605, 3.255, 2.721], [2.775, 1.916, 3.769], [3.199, -0.047, 5.240], [1.491, -1.867, 5.326], [-0.580, -1.603, 3.938], [-4.080, 2.946, 0.649], [-5.878, 1.363, 0.019], [-5.619, -1.048, 0.633], [-3.559, -1.740, 1.830], [-2.682, -3.931, -7.088], [-2.777, -3.447, -5.671], [-1.643, -2.980, -5.014], [-1.696, -2.561, -3.693], [-2.901, -2.619, -3.019], [-4.043, -3.058, -3.666], [-3.984, -3.476, -4.984], [-3.141, -1.974, -1.347], [-3.503, -0.591, -1.578], [-4.199, -2.789, -0.773], [-1.829, -1.990, -0.453], [-1.255, -3.133, -0.077], [-1.468, -4.380, -0.706], [-0.709, -5.458, -0.333], [0.212, -5.322, 0.706], [0.296, -4.087, 1.316], [-0.401, -3.025, 0.949], [-2.019, -3.295, -7.669], [-3.661, -3.942, -7.560], [-2.283, -4.945, -7.111], [-0.701, -2.927, -5.539], [-0.805, -2.213, -3.194], [-4.965, -3.066, -3.107], [-4.884, -3.813, -5.483], [-2.203, -4.454, -1.492], [-0.819, -6.404, -0.846], [0.836, -6.148, 1.016], [0.967, -3.929, 2.154], [4.634, -0.172, 1.508], [3.237, 0.042, 0.293], [3.228, 1.661, 0.173], [2.024, -0.667, 1.116], [4.100, -1.086, -1.027], [5.447, -1.403, -0.909], [6.004, -2.392, -1.703], [5.220, -3.078, -2.618], [3.888, -2.732, -2.770], [3.350, -1.732, -1.983], [1.654, -1.227, -2.205], [1.542, 0.077, -1.550], [1.412, -1.171, -3.632], [0.846, -2.245, -1.544], [4.249, 0.175, 2.313], [6.043, -0.870, -0.180], [7.054, -2.637, -1.601], [5.646, -3.869, -3.219], [3.248, -3.234, -3.481]], "homo_energy_ha": -0.20422, "relative_energy_ev": 5.586, "molar_mass_g_mol": 955.1, "gap_ev": 7.96, "largest_force_ev_per_a": 9.5, "charge": -1}

# 2
{"formula": "C36H34ClCuNO6SSi2", "method": "the ωB97M-V functional and the def2-TZVPD basis", "symbols": ["Cu", "C", "Si", "C", "C", "C", "C", "C", "C", "C", "H", "H", "H", "H", "H", "H", "H", "H", "H", "H", "H", "O", "S", "O", "N", "C", "O", "C", "C", "C", "C", "C", "C", "H", "H", "H", "H", "C", "C", "C", "C", "Cl", "C", "C", "C", "O", "C", "C", "O", "O", "H", "H", "H", "H", "H", "H", "H", "H", "C", "C", "C", "C", "C", "C", "Si", "C", "C", "C", "C", "C", "C", "H", "H", "H", "H", "H", "H", "H", "H", "H", "H", "H"], "xyz": [[-1.421, -0.625, 0.382], [-4.023, -1.041, 2.825], [-2.206, -1.369, 2.354], [-1.232, -0.686, 3.853], [-1.977, -3.259, 2.617], [-2.925, -4.087, 3.224], [-2.693, -5.444, 3.429], [-1.491, -6.012, 3.031], [-0.534, -5.212, 2.416], [-0.782, -3.863, 2.208], [-4.242, -1.314, 3.864], [-4.710, -1.586, 2.173], [-4.237, 0.023, 2.702], [-1.612, -1.082, 4.802], [-1.295, 0.406, 3.881], [-0.173, -0.950, 3.772], [-3.870, -3.663, 3.548], [-3.453, -6.058, 3.901], [-1.305, -7.069, 3.187], [0.402, -5.647, 2.082], [-0.045, -3.263, 1.680], [-2.982, 4.401, -2.563], [-3.345, 3.292, -1.694], [-4.768, 3.016, -1.655], [-2.481, 1.969, -2.042], [-1.666, 1.678, -1.016], [-0.799, 0.630, -1.108], [-1.733, 2.495, 0.130], [-1.077, 2.430, 1.383], [-1.380, 3.366, 2.343], [-2.327, 4.391, 2.116], [-2.991, 4.455, 0.891], [-2.697, 3.520, -0.072], [-0.375, 1.631, 1.589], [-0.886, 3.307, 3.308], [-2.544, 5.111, 2.895], [-3.732, 5.223, 0.698], [2.884, -2.743, 3.549], [2.706, -1.323, 3.096], [2.679, -0.270, 3.993], [2.488, 1.030, 3.546], [2.485, 2.334, 4.710], [2.287, 1.300, 2.211], [2.312, 0.253, 1.294], [2.548, -1.043, 1.732], [2.654, -2.127, 0.909], [2.611, -1.876, -0.480], [1.198, -1.539, -0.960], [1.194, -0.631, -1.884], [0.246, -2.130, -0.498], [2.932, -2.794, 4.637], [3.797, -3.176, 3.134], [2.053, -3.362, 3.208], [2.795, -0.462, 5.052], [2.087, 2.308, 1.873], [2.121, 0.479, 0.253], [2.916, -2.806, -0.960], [3.308, -1.083, -0.761], [1.840, 4.590, -3.109], [0.558, 4.367, -3.591], [-0.017, 3.105, -3.506], [0.671, 2.034, -2.932], [1.963, 2.279, -2.458], [2.544, 3.536, -2.541], [-0.032, 0.277, -2.785], [0.830, -0.344, -4.458], [2.176, -0.677, -4.642], [2.692, -1.027, -5.884], [1.868, -1.046, -7.002], [0.527, -0.716, -6.855], [0.028, -0.381, -5.602], [2.282, 5.578, -3.161], [-0.022, 5.180, -4.009], [-1.033, 2.974, -3.851], [2.535, 1.471, -2.011], [3.544, 3.695, -2.152], [-1.341, -0.223, -3.272], [2.847, -0.659, -3.789], [3.742, -1.282, -5.983], [2.265, -1.315, -7.975], [-0.131, -0.727, -7.717], [-1.029, -0.143, -5.504]], "homo_energy_ha": [0.00878, -0.08707], "relative_energy_ev": 0.079, "molar_mass_g_mol": 763.9, "gap_ev": [3.87, 6.47], "s2": 0.77, "largest_force_ev_per_a": 0.2, "multiplicity": 2, "charge": -2}

# 3
{"formula": "C36H34EuN6PS3", "method": "the ωB97M-V functional and the def2-TZVPD basis", "symbols": ["Eu", "C", "N", "C", "C", "C", "C", "C", "C", "N", "C", "C", "C", "C", "C", "C", "N", "C", "C", "C", "C", "C", "N", "H", "H", "H", "H", "H", "H", "H", "H", "H", "H", "H", "H", "H", "H", "H", "H", "H", "H", "S", "P", "S", "C", "C", "C", "C", "C", "C", "C", "C", "C", "C", "C", "C", "H", "H", "H", "H", "H", "H", "H", "H", "H", "H", "N", "C", "S", "C", "C", "C", "N", "C", "C", "H", "H", "H", "H", "H", "H"], "xyz": [[-0.894, 0.068, -0.006], [-3.645, -1.554, 1.346], [-2.991, -1.464, 0.024], [-3.942, -0.929, -0.968], [-4.220, 0.526, -0.681], [-5.519, 1.002, -0.555], [-5.727, 2.343, -0.268], [-4.616, 3.167, -0.162], [-3.356, 2.614, -0.310], [-3.139, 1.312, -0.536], [-2.506, -2.788, -0.399], [-1.337, -3.290, 0.421], [-1.076, -4.654, 0.475], [0.052, -5.098, 1.143], [0.858, -4.164, 1.779], [0.502, -2.828, 1.712], [-0.550, -2.381, 1.013], [-2.772, -1.103, 2.500], [-2.971, -1.648, 3.764], [-2.197, -1.212, 4.825], [-1.242, -0.233, 4.588], [-1.110, 0.262, 3.305], [-1.858, -0.147, 2.269], [-3.983, -2.580, 1.540], [-4.529, -0.905, 1.351], [-4.882, -1.496, -0.967], [-3.492, -1.009, -1.966], [-6.363, 0.339, -0.677], [-6.723, 2.740, -0.136], [-4.719, 4.223, 0.033], [-2.482, 3.251, -0.245], [-2.161, -2.720, -1.441], [-3.316, -3.531, -0.370], [-1.738, -5.349, -0.017], [0.292, -6.150, 1.170], [1.745, -4.468, 2.311], [1.092, -2.074, 2.226], [-3.728, -2.400, 3.915], [-2.334, -1.623, 5.812], [-0.614, 0.137, 5.380], [-0.368, 1.028, 3.088], [1.681, 0.182, 0.839], [2.006, -0.832, -0.891], [0.341, -1.305, -1.951], [3.015, -2.288, -0.498], [2.695, -3.583, -0.883], [3.580, -4.601, -0.570], [4.767, -4.326, 0.092], [5.069, -3.034, 0.497], [4.186, -2.014, 0.205], [3.046, 0.185, -1.977], [3.410, 1.467, -1.596], [4.168, 2.241, -2.455], [4.541, 1.737, -3.690], [4.194, 0.445, -4.058], [3.449, -0.342, -3.200], [1.783, -3.781, -1.432], [3.354, -5.616, -0.853], [5.470, -5.121, 0.281], [5.986, -2.828, 1.028], [4.398, -0.996, 0.503], [3.131, 1.837, -0.618], [4.478, 3.229, -2.151], [5.118, 2.348, -4.366], [4.515, 0.052, -5.010], [3.187, -1.358, -3.460], [2.023, 7.135, -1.110], [0.966, 6.551, -0.544], [-0.278, 7.386, 0.140], [0.766, 5.094, -0.581], [0.330, 4.436, 0.576], [-0.085, 3.130, 0.503], [-0.125, 2.419, -0.647], [0.335, 3.034, -1.742], [0.809, 4.336, -1.755], [2.091, 8.142, -1.069], [2.827, 6.619, -1.429], [0.284, 4.964, 1.513], [-0.434, 2.621, 1.407], [0.308, 2.457, -2.661], [1.169, 4.764, -2.676]], "homo_energy_ha": [-0.31884, -0.38688], "relative_energy_ev": 0.941, "molar_mass_g_mol": 829.8, "gap_ev": [6.23, 8.08], "s2": 15.76, "largest_force_ev_per_a": 1.4, "multiplicity": 8, "charge": 1}

Q: What is the charge in the second record?
A: -2